[1]
Entry from the Open Molecules 2025 dataset: a structure of composition C30H32ClCrN3SSi2 at a distorted geometry (wB97M-V/def2-TZVPD).

Each line ends with the Mulliken spin population.
Geometry (Å):
C 1.457804 4.855658 0.473682  0.000
C 1.884887 3.524186 0.078707  -0.077
C 0.825370 2.948484 -0.709477  0.145
H 2.886457 3.123238 0.221622  0.000
C -0.242085 3.920634 -0.780762  -0.049
C 0.151770 5.074569 -0.047854  -0.018
H -0.408035 6.001481 0.029872  0.001
H 2.079489 5.615907 0.952592  -0.004
H 0.866962 1.994071 -1.230829  -0.003
H -1.176403 3.820519 -1.326411  -0.002
Cr 0.097240 3.277267 1.281131  2.015
Si 0.349057 -1.122094 -2.064600  0.323
C 1.267971 -2.713668 -1.613089  -0.006
C 0.504826 -3.841145 -1.283214  0.099
H -0.588813 -3.788956 -1.285743  0.013
C 1.120366 -5.062226 -0.988526  -0.021
H 0.501764 -5.927761 -0.753052  -0.002
C 2.511277 -5.158000 -0.997250  0.036
H 2.997189 -6.106906 -0.746187  0.002
C 3.276665 -4.040274 -1.343024  -0.008
H 4.367638 -4.118284 -1.342909  0.001
C 2.665516 -2.828577 -1.677068  0.044
H 3.268433 -1.967265 -1.981665  0.002
C -1.060642 -1.971915 -2.983593  0.018
C -0.810808 -2.826445 -4.081229  0.019
H 0.204850 -2.929383 -4.478924  -0.001
C -1.867866 -3.522792 -4.677938  0.009
H -1.669909 -4.191242 -5.515638  0.000
C -3.184669 -3.338129 -4.247610  0.000
H -4.008762 -3.850083 -4.744235  0.000
C -3.437581 -2.456874 -3.197398  -0.001
H -4.458421 -2.263570 -2.875470  0.000
C -2.386949 -1.782598 -2.575630  0.051
H -2.613341 -1.079228 -1.773728  -0.004
H 1.160170 -0.491654 -3.141222  0.089
Si -0.900407 -1.730989 1.368016  0.773
C -1.823051 -0.287261 0.568838  0.045
C -1.258740 0.360711 -0.530863  -0.002
H -0.157070 0.129288 -0.848755  0.162
C -1.976439 1.299516 -1.259999  0.057
H -1.577932 1.648683 -2.215269  -0.017
C -3.217154 1.742445 -0.788966  0.059
H -3.773270 2.489440 -1.360736  0.004
C -3.729063 1.230284 0.404416  -0.006
H -4.673876 1.618109 0.786526  0.002
C -3.048909 0.219827 1.087809  0.064
H -3.434889 -0.179816 2.035267  0.004
C 0.988498 -1.642526 1.346494  0.041
C 1.774792 -0.605686 0.794819  0.112
H 1.312901 0.275138 0.356458  -0.029
C 3.168559 -0.659535 0.787765  -0.007
H 3.729624 0.090873 0.222990  0.000
C 3.840431 -1.671175 1.462386  0.017
H 4.933678 -1.699038 1.501072  0.001
C 3.091609 -2.679356 2.076269  0.012
H 3.603899 -3.508979 2.576699  0.003
C 1.690955 -2.675540 2.017644  -0.050
H 1.132193 -3.487384 2.490439  -0.005
H -1.204981 -1.511293 2.719994  0.056
Cl 0.137251 1.331448 2.503569  0.038
N 0.989296 4.077019 3.162537  -0.003
N 0.055101 4.188720 4.235120  0.003
C -1.243497 4.323403 3.952217  0.002
N -2.029852 4.597595 5.031808  0.005
S -1.832009 4.129863 2.359485  -0.007
H 1.581021 4.918727 3.124059  -0.001
H 1.630392 3.314003 3.397987  -0.002
H 0.423456 4.493159 5.133755  -0.001
H -3.035942 4.664140 4.945797  0.000
H -1.697993 4.419237 5.981021  -0.001

Cartesian forces, eV/Å:
C -0.1 -0.6 -1.5
C 0.0 0.9 -0.2
C -0.1 1.0 0.3
H -0.4 0.0 0.1
C 0.0 -0.5 -0.1
C 1.1 -0.1 -0.3
H 0.0 -0.3 0.2
H -0.3 -0.5 0.1
H 0.0 0.3 0.3
H 0.3 0.0 0.2
Cr 0.3 0.8 0.8
Si 1.2 -2.4 -1.8
C 0.2 0.1 -0.2
C 0.3 -0.5 0.1
H 0.4 0.0 0.0
C -0.1 0.3 0.0
H 0.2 0.1 0.0
C 0.0 0.1 0.0
H -0.2 0.4 -0.1
C 0.1 0.0 0.0
H -0.3 0.0 -0.1
C -0.2 -0.4 0.3
H -0.2 -0.3 0.2
C -0.9 0.6 -0.3
C -0.4 0.1 0.2
H -0.4 -0.1 0.3
C 0.2 0.2 -0.1
H 0.0 0.1 0.2
C 0.1 0.2 0.3
H 0.2 0.1 0.1
C 0.0 -0.1 -0.2
H 0.1 -0.1 0.0
C -0.1 -0.2 -0.2
H 0.0 -0.4 -0.3
H 0.2 0.3 0.0
Si 0.7 1.0 -0.9
C 0.1 0.2 0.2
C -0.2 0.7 0.4
H -1.8 0.4 0.7
C -0.2 0.1 0.0
H -0.1 0.2 0.3
C 0.3 -0.2 -0.3
H 0.1 -0.2 0.2
C 0.1 -0.1 0.1
H 0.3 -0.1 0.0
C 0.6 -0.4 -0.5
H 0.1 0.1 -0.5
C 0.9 -0.1 0.3
C 0.1 -0.5 -0.2
H 0.0 -0.3 0.1
C -0.1 0.2 0.1
H -0.2 -0.1 0.4
C -0.2 -0.4 0.1
H -0.4 0.0 -0.1
C -0.1 -0.1 0.1
H -0.2 0.4 -0.1
C 0.0 0.5 -0.5
H 0.2 0.2 -0.2
H -0.7 -0.4 1.8
Cl 0.0 0.0 0.3
N 0.5 -0.2 0.8
N 1.0 0.3 0.0
C -0.9 -0.1 -0.3
N 0.1 -0.1 0.2
S -0.4 0.2 1.1
H -0.7 -0.2 -0.1
H -0.4 -0.1 -0.1
H -0.2 -0.2 -0.3
H 0.4 -0.2 -0.4
H -0.1 0.1 -0.7

Values from the calculation:
LUMO (spin up / spin down) in eV: -0.2 / -0.7
Multiplicity: 5
Kohn-Sham gap (spin up / spin down) in eV: 5.902 / 5.777
Charge: 0
HOMO energy (spin up / spin down) in eV: -6.068 / -6.480

***

[2]
Entry from the Open Molecules 2025 dataset: a cluster of 2 separate species, C3H9N2O2 in total at a distorted geometry (wB97M-V/def2-TZVPD).

Each line ends with the Mulliken charge.
Geometry (Å):
C 2.174876 -0.600029 1.416782  0.076
C 0.943703 -0.775204 -0.763954  0.117
C -1.268029 -0.076465 -1.103366  -0.893
N 1.953173 -1.003372 0.053147  -0.064
N -0.042647 -0.042923 -0.381917  -0.101
O 3.259046 -0.570481 1.939106  -0.386
O -0.361394 1.537203 1.542364  -0.604
H 1.145996 -0.574903 1.940847  0.239
H 0.879886 -1.318203 -1.693562  0.405
H -1.910946 -0.985739 -0.924260  0.294
H -1.820331 0.843219 -0.819329  0.263
H -0.910699 0.042301 -2.221103  0.352
H 2.761986 -1.362585 -0.499247  0.281
H -0.161981 0.436331 0.538369  0.444
H -0.054199 1.827781 2.322327  0.279
H -0.963866 2.215182 1.092677  0.296

Cartesian forces, eV/Å:
C -0.5 -1.1 1.2
C -1.1 0.4 1.8
C -0.8 0.8 -2.9
N 3.2 -0.6 -1.4
N -0.5 -1.0 0.2
O -1.8 0.2 -1.2
O -3.2 -0.1 -5.2
H 1.5 0.4 -0.4
H 0.2 0.1 -0.3
H 0.8 0.9 -0.2
H 0.0 -0.7 -0.5
H -1.5 -0.4 1.9
H -0.4 0.3 1.3
H 1.1 -0.2 -0.2
H 1.5 2.0 4.5
H 1.4 -1.1 1.5

Values from the calculation:
LUMO in eV: -4.4
Kohn-Sham gap in eV: 10.703
Charge: +1
HOMO energy in eV: -15.097

***

[3]
Entry from the Open Molecules 2025 dataset: an isolated molecule of C4H6N2 at a distorted geometry (wB97M-V/def2-TZVPD).

Each line ends with the Mulliken charge.
Geometry (Å):
C 0.628584 -1.130825 0.498444  -1.246
C -0.570720 -0.214767 0.572600  0.219
N -0.368113 1.188994 0.889452  -0.579
C -0.778586 0.832620 -0.470640  -0.153
C 0.117678 0.801304 -1.610037  0.174
N 0.780067 0.684585 -2.552451  -0.419
H 1.520553 -0.572564 0.191247  0.328
H 0.820425 -1.568937 1.482632  0.357
H 0.481374 -1.942079 -0.221107  0.298
H -1.475979 -0.647125 0.995097  0.366
H 0.625703 1.400752 0.949686  0.302
H -1.780986 1.168042 -0.724923  0.354

Cartesian forces, eV/Å:
C 0.0 0.0 0.0
C 0.0 -0.2 0.0
N 0.2 0.1 0.1
C -0.1 0.0 -0.2
C 0.6 -0.1 -0.7
N -0.6 0.2 0.9
H -0.1 -0.1 0.0
H 0.0 0.0 -0.1
H 0.0 0.1 0.1
H 0.2 0.1 0.0
H -0.1 0.0 -0.1
H 0.1 -0.1 0.0

Values from the calculation:
LUMO in eV: 1.0
Kohn-Sham gap in eV: 11.128
SMILES: C[C@H]1N[C@H]1C#N
Charge: 0
HOMO energy in eV: -10.157